No. 1
{"formula": "C6H10", "method": "ωB97M-V with the def2-TZVPD basis set", "species": ["C", "C", "C", "C", "C", "C", "H", "H", "H", "H", "H", "H", "H", "H", "H", "H"], "positions_angstrom": [[0.53, 0.39, -0.86], [-0.87, -0.19, -1.06], [1.22, -0.65, 0.02], [-0.97, 0.10, 0.47], [0.07, -0.83, 1.05], [-0.12, 1.36, 0.21], [-1.55, 0.50, -1.60], [0.33, -0.50, 2.05], [-0.95, -1.19, -1.41], [1.06, 0.77, -1.69], [-0.69, 2.16, -0.24], [-0.30, -1.86, 1.08], [1.46, -1.61, -0.42], [2.15, -0.30, 0.47], [-1.95, 0.15, 0.93], [0.58, 1.69, 0.99]], "mulliken_charge": [-0.38, -0.55, -0.76, -0.39, -0.74, -0.57, 0.28, 0.33, 0.33, 0.47, 0.29, 0.33, 0.32, 0.32, 0.45, 0.29], "homo_energy_ev": -10.59, "de_lowest_ev": 0.719, "gap_ev": 11.8, "e_lumo_ha": 0.0432, "total_energy_ha": -234.5761}

***

No. 2
{"formula": "C71H52BN3O10S", "method": "ωB97M-V with the def2-TZVPD basis set", "species": ["S", "O", "O", "O", "O", "O", "O", "O", "O", "O", "O", "N", "N", "N", "C", "C", "C", "C", "C", "C", "C", "C", "C", "C", "C", "C", "C", "C", "C", "C", "C", "C", "C", "C", "C", "C", "C", "C", "C", "C", "C", "C", "C", "C", "C", "C", "C", "C", "C", "C", "C", "C", "C", "C", "C", "C", "C", "C", "C", "C", "C", "C", "C", "C", "C", "C", "C", "C", "C", "C", "C", "C", "C", "C", "C", "C", "C", "C", "C", "C", "C", "C", "C", "C", "C", "B", "H", "H", "H", "H", "H", "H", "H", "H", "H", "H", "H", "H", "H", "H", "H", "H", "H", "H", "H", "H", "H", "H", "H", "H", "H", "H", "H", "H", "H", "H", "H", "H", "H", "H", "H", "H", "H", "H", "H", "H", "H", "H", "H", "H", "H", "H", "H", "H", "H", "H", "H", "H"], "positions_angstrom": [[-0.47, -3.21, -1.18], [-5.66, -2.26, -5.61], [-9.98, 0.87, -5.60], [-4.82, -0.45, 0.30], [1.69, 3.67, 5.50], [-1.25, 0.99, -5.29], [-4.69, 5.19, -4.66], [5.35, -2.06, 10.13], [2.92, -1.02, 7.70], [1.30, -1.52, 0.51], [6.59, -6.76, 12.33], [2.87, -2.93, 1.23], [-2.43, -0.13, 1.02], [2.01, -3.63, 0.45], [7.87, -3.27, 14.27], [3.91, 3.68, 9.04], [-9.13, -1.31, -5.71], [4.84, 4.16, -8.82], [5.12, -4.39, 10.05], [3.78, 1.28, 9.04], [1.80, 0.11, 5.98], [4.20, 2.46, 9.64], [6.10, 3.30, -8.47], [5.46, -5.62, 10.61], [5.61, -3.13, 10.65], [3.85, -5.53, 8.34], [3.19, 3.73, 7.85], [0.55, -1.02, 4.26], [-6.22, 2.70, -5.52], [0.95, -2.78, -0.08], [-9.00, 0.16, -5.63], [-10.41, -1.88, -5.78], [0.64, 1.39, 4.29], [-5.09, 1.88, -5.48], [-7.64, 0.75, -5.59], [-1.38, 3.48, -5.60], [0.19, 0.20, 3.71], [1.35, -1.07, 5.39], [-5.24, 0.50, -5.51], [-1.97, -1.44, -3.24], [1.90, 1.22, -8.99], [-6.65, -1.54, -5.63], [-2.55, 2.13, -3.51], [-8.00, -2.13, -5.74], [-2.46, 1.07, -2.39], [-0.96, 6.23, -7.12], [-1.43, -0.14, -2.45], [6.85, -2.00, 12.49], [5.94, 1.74, -8.34], [-3.55, 3.35, -3.43], [-3.64, 4.49, -4.56], [-3.44, 1.23, -1.17], [1.45, 1.34, 5.42], [4.30, -4.35, 8.92], [0.08, -3.21, -2.95], [4.55, 1.08, -8.51], [2.75, 2.54, 7.26], [-7.49, 2.14, -5.57], [6.41, -3.19, 11.89], [7.44, -4.46, 13.67], [-8.15, -3.51, -5.87], [2.62, 0.05, 7.22], [3.05, 1.32, 7.85], [-9.42, -4.08, -5.95], [-0.15, 3.66, -6.52], [0.96, 2.55, -6.83], [0.69, 2.06, -8.35], [3.41, 3.53, -9.03], [2.45, -1.53, 1.32], [-1.66, 2.10, -4.86], [7.58, -2.05, 13.67], [-2.36, 4.68, -5.47], [4.22, -6.76, 8.89], [0.03, 5.04, -7.25], [-6.51, -0.07, -5.57], [-0.74, -2.21, -3.92], [-4.50, 3.55, -2.20], [1.94, 2.60, 6.02], [-2.19, 6.04, -6.19], [6.28, -5.68, 11.84], [3.32, 1.97, -8.84], [-10.55, -3.26, -5.90], [5.02, -6.80, 10.02], [-4.43, 2.46, -1.10], [6.72, -4.42, 12.48], [-3.52, 0.19, 0.08], [1.70, 1.16, -10.13], [-2.91, -0.50, 1.87], [5.01, 5.28, -8.92], [-6.11, 3.78, -5.51], [-5.48, 0.27, 0.42], [4.76, 2.43, 10.57], [2.96, 4.69, 7.40], [-1.03, -0.40, -1.39], [4.25, 4.61, 9.50], [4.01, 0.32, 9.51], [-5.21, 4.44, -2.10], [0.03, -4.27, -3.39], [-4.36, -0.13, -5.48], [1.95, 0.13, -8.62], [7.67, -5.41, 14.14], [3.87, -7.68, 8.43], [-8.36, 2.78, -5.60], [0.93, 5.17, -7.94], [4.39, -0.04, -8.40], [7.11, 3.83, -8.32], [-11.29, -1.25, -5.74], [-1.95, 0.73, 1.30], [3.21, -5.49, 7.47], [1.98, 3.09, -6.75], [4.02, -3.39, 8.49], [-9.52, -5.15, -6.05], [6.83, 1.06, -8.07], [8.43, -3.31, 15.20], [-0.25, 1.39, -8.42], [-0.45, 0.24, 2.83], [2.52, 4.18, -9.30], [-2.62, -1.02, -4.10], [-0.02, -1.45, -4.42], [2.97, -0.70, 1.89], [-2.93, 6.91, -6.05], [1.63, -2.03, 5.81], [0.36, 2.34, 3.86], [-0.49, 0.21, -3.03], [-11.54, -3.70, -5.95], [5.30, -7.76, 10.44], [6.63, -1.05, 12.03], [0.47, 2.95, -9.05], [0.20, -1.95, 3.80], [-5.14, 2.57, -0.20], [-4.11, 2.32, -5.44], [-1.17, -2.88, -4.77], [-0.78, 7.20, -7.69], [7.92, -1.13, 14.13], [-2.67, -2.10, -2.63], [1.19, -2.90, -2.99], [0.99, 1.69, -6.08], [-7.27, -4.15, -5.90]], "mulliken_charge": [-0.09, -0.71, -0.68, -0.66, -0.68, -0.59, -0.68, -0.65, -0.64, -0.10, -0.68, -0.34, -0.31, -0.30, -0.45, -0.46, 0.11, -0.51, 0.09, -0.51, 0.16, -0.53, -0.45, 0.44, 0.40, -0.54, -0.66, -0.77, -0.62, 0.32, 0.70, -0.58, -0.60, -0.19, 0.26, 0.63, 0.04, -0.55, -0.85, 0.39, -0.79, 0.58, 0.89, 0.21, -0.13, -0.69, -0.31, -0.48, -0.35, 0.30, 0.61, 0.33, 0.20, -0.59, -0.65, -0.52, 0.38, -1.05, 0.13, -0.57, -0.52, 0.40, 0.10, -0.50, -0.27, -0.30, -0.55, -0.21, -0.04, 0.55, -0.52, -0.05, -0.44, -0.25, 0.11, -0.47, -1.28, 0.51, -0.51, 0.57, 0.67, -0.45, -0.68, -0.70, 0.21, 0.34, 0.32, 0.22, 0.30, 0.46, 0.30, 0.42, 0.46, 0.10, 0.39, 0.56, 0.33, 0.36, 0.48, 0.33, 0.46, 0.39, 0.46, 0.11, 0.26, 0.31, 0.46, 0.24, 0.44, 0.40, 0.72, 0.40, 0.29, 0.39, 0.26, 0.27, 0.32, -0.56, 0.08, 0.36, 0.36, 0.54, 0.47, 0.26, 0.40, 0.47, 0.51, 0.32, 0.47, 0.22, 0.74, 0.40, 0.35, 0.39, 0.48, 0.36, 0.30, 0.46], "homo_energy_ev": -8.75, "smiles": "NB(O)c1ccc2c(c1CCCCSc1nnco1)C(=O)c1c(CCCc3ccccc3)cccc1C2=O.O=C1c2ccccc2C(=O)c2ccccc21.O=C1c2ccccc2C(=O)c2ccccc21.O=C1c2ccccc2C(=O)c2ccccc21", "gap_ev": 7.1, "e_lumo_ha": -0.0593, "total_energy_ha": -4076.0735}

***

No. 3
{"formula": "C18H25N3O3S", "method": "ωB97M-V with the def2-TZVPD basis set", "species": ["S", "O", "O", "O", "N", "N", "N", "C", "C", "C", "C", "C", "C", "C", "C", "C", "C", "C", "C", "C", "C", "C", "C", "C", "C", "H", "H", "H", "H", "H", "H", "H", "H", "H", "H", "H", "H", "H", "H", "H", "H", "H", "H", "H", "H", "H", "H", "H", "H", "H"], "positions_angstrom": [[4.08, 0.95, -0.01], [4.68, 1.21, 1.27], [-4.60, 0.48, -0.09], [4.67, 1.53, -1.18], [-2.62, -0.54, -0.46], [-1.61, 2.38, 0.30], [4.14, -0.71, -0.23], [-1.71, -1.82, 1.39], [-2.61, 2.77, -0.66], [1.67, 1.33, 1.23], [-0.30, 2.11, 0.03], [-0.70, 1.67, 2.23], [2.36, 1.43, 0.05], [-3.00, -2.95, -0.46], [-2.85, -1.69, 0.39], [-1.84, 2.10, 1.62], [2.24, -1.92, 0.57], [3.47, -1.20, -1.41], [0.32, 1.67, 1.24], [2.07, -1.65, -0.93], [0.42, 2.23, -1.16], [-3.51, 0.45, -0.63], [3.70, -1.52, 0.88], [1.76, 1.88, -1.13], [-3.03, 1.58, -1.54], [-1.73, -0.50, -0.94], [-2.22, 3.58, -1.28], [3.45, -0.42, -2.16], [-0.03, 2.59, -2.06], [-1.91, -2.63, 2.09], [-1.58, -0.90, 1.95], [2.18, 1.03, 2.13], [2.07, -2.97, 0.81], [3.82, -0.95, 1.80], [-0.59, 1.40, 3.26], [1.74, -2.53, -1.48], [-3.48, 3.13, -0.11], [1.55, -1.32, 1.16], [-3.86, 1.90, -2.17], [-3.81, -2.83, -1.17], [2.38, 1.96, -2.01], [-2.82, 2.23, 2.03], [-2.08, -3.15, -1.01], [-3.21, -3.80, 0.18], [-2.20, 1.26, -2.16], [4.34, -2.41, 0.93], [4.03, -2.06, -1.79], [1.34, -0.85, -1.10], [-0.78, -2.04, 0.87], [-3.79, -1.48, 0.91]], "mulliken_charge": [1.27, -0.73, -0.68, -0.72, 0.02, 0.25, 0.04, -1.03, -0.98, -0.62, -0.07, -1.61, 0.06, -1.45, 0.14, -0.09, -0.09, -1.02, 1.30, 0.01, -0.89, 0.44, -1.04, -0.76, -0.51, 0.23, 0.40, 0.46, 0.43, 0.49, 0.18, 0.54, 0.65, 0.39, 0.55, 0.63, 0.42, -0.13, 0.44, 0.38, 0.51, 0.41, 0.29, 0.41, 0.31, 0.29, 0.33, -0.33, 0.10, 0.40], "homo_energy_ev": -8.55, "de_lowest_ev": 2.132, "smiles": "CC(C)NC(=O)CCn1ccc2cc(S(=O)(=O)N3CCCC3)ccc21", "gap_ev": 9.0, "e_lumo_ha": 0.0171, "total_energy_ha": -1489.1065}

***

No. 4
{"formula": "C2H4N4", "method": "ωB97M-V with the def2-TZVPD basis set", "species": ["N", "N", "N", "N", "C", "C", "H", "H", "H", "H"], "positions_angstrom": [[1.86, 0.08, 0.17], [-1.31, -1.28, 0.33], [-0.02, -1.31, 0.31], [-1.67, -0.04, 0.01], [-0.60, 0.77, -0.21], [0.48, -0.07, 0.02], [-2.65, 0.18, 0.11], [-0.74, 1.79, -0.54], [2.27, -0.84, 0.22], [2.37, 0.71, -0.43]], "mulliken_charge": [-0.48, -0.58, -0.23, 0.26, -0.48, 0.39, 0.24, 0.37, 0.28, 0.23], "homo_energy_ev": -8.50, "de_lowest_ev": 1.102, "smiles": "Nc1c[nH]nn1", "gap_ev": 9.5, "e_lumo_ha": 0.0353, "total_energy_ha": -297.6038}

***

No. 5
{"formula": "CH4O2S3", "method": "ωB97M-V with the def2-TZVPD basis set", "species": ["S", "S", "S", "O", "O", "C", "H", "H", "H", "H"], "positions_angstrom": [[-2.80, -1.29, -0.47], [-1.42, -0.13, -0.16], [1.29, 0.54, 1.30], [-1.46, 1.19, -0.76], [-0.07, -0.79, -0.64], [0.99, 0.14, -0.47], [1.91, -0.25, -0.80], [1.99, -0.62, 1.84], [0.61, 1.16, -0.95], [-1.03, 0.05, 1.11]], "mulliken_charge": [-0.28, 0.70, -0.25, -0.57, -0.24, -0.39, 0.31, 0.18, 0.34, 0.21], "homo_energy_ev": -9.78, "de_lowest_ev": 0.887, "smiles": "O=[S@@H](=S)OCS", "gap_ev": 10.1, "e_lumo_ha": 0.0113, "total_energy_ha": -1385.4546}

***

No. 6
{"formula": "C2H38O16S2", "method": "ωB97M-V with the def2-TZVPD basis set", "species": ["S", "S", "O", "O", "O", "O", "O", "O", "O", "O", "O", "O", "O", "O", "O", "O", "O", "O", "C", "C", "H", "H", "H", "H", "H", "H", "H", "H", "H", "H", "H", "H", "H", "H", "H", "H", "H", "H", "H", "H", "H", "H", "H", "H", "H", "H", "H", "H", "H", "H", "H", "H", "H", "H", "H", "H", "H", "H"], "positions_angstrom": [[0.06, -0.25, -0.25], [1.64, -0.33, 0.89], [-3.50, -3.31, -0.95], [1.54, -4.65, 0.84], [-2.83, 0.92, -0.31], [-1.03, 2.10, -2.05], [-0.82, -3.95, -0.73], [-1.53, -0.83, 2.56], [-1.73, 2.10, 2.13], [1.67, 3.57, 0.21], [3.11, -4.10, -1.87], [0.15, 4.49, -1.78], [-2.03, 4.54, -0.03], [-3.83, -1.76, 1.31], [-0.32, 3.53, 1.92], [3.34, 2.40, -1.62], [3.03, -1.99, -4.24], [-0.01, -4.07, 2.99], [0.29, 0.74, -1.71], [1.46, 1.01, 2.10], [2.37, 3.06, -0.26], [1.08, 3.92, -0.52], [2.93, -1.21, -3.71], [-2.35, 2.82, 2.27], [-0.73, 4.71, -1.42], [-3.07, 1.84, -0.15], [-3.62, -2.40, 2.01], [-4.07, -2.91, -1.59], [3.87, 1.81, -1.06], [-3.48, -0.92, 1.59], [2.03, -4.01, 0.31], [-0.62, -0.49, 2.49], [-1.74, -1.01, 3.48], [0.90, -3.86, 3.04], [0.04, 4.36, 2.22], [0.60, 1.78, -1.47], [-3.73, -2.91, -0.09], [0.35, 3.23, 1.26], [-1.31, 1.43, -1.42], [0.11, 3.59, -2.14], [-1.72, -4.28, -0.74], [-2.81, 4.01, 0.06], [0.63, -4.50, 0.58], [1.91, 1.93, 1.76], [-0.48, -4.11, 2.17], [-1.67, 2.21, -2.76], [3.34, -2.71, -3.68], [1.00, 0.47, -2.49], [0.45, 1.04, 2.49], [-0.68, 0.88, -2.20], [-2.27, 0.77, 0.46], [3.89, 3.07, -2.01], [2.12, 0.63, 2.89], [-0.85, 2.42, 2.36], [3.43, -4.01, -0.97], [-1.31, 4.14, 0.51], [-0.95, -3.02, -0.56], [2.21, -4.42, -1.82]], "mulliken_charge": [0.26, -0.11, -0.63, -0.56, -0.74, -0.36, -0.61, -0.35, -0.65, -0.77, -0.55, -0.83, -0.71, -0.66, -0.57, -0.62, -0.64, -0.59, -0.59, -0.54, 0.35, 0.31, 0.31, 0.24, 0.39, 0.28, 0.30, 0.27, 0.33, 0.30, 0.20, 0.10, 0.21, 0.31, 0.29, -0.21, 0.41, 0.39, 0.30, 0.44, 0.29, 0.25, 0.32, 0.27, 0.28, 0.21, 0.33, 0.27, -0.11, 0.40, 0.31, 0.27, 0.37, 0.42, 0.28, 0.54, 0.29, 0.33], "homo_energy_ev": -8.68, "de_lowest_ev": 5.491, "gap_ev": 8.6, "e_lumo_ha": -0.0027, "total_energy_ha": -2098.9580}

***

No. 7
{"formula": "C4H5N3", "method": "ωB97M-V with the def2-TZVPD basis set", "species": ["N", "N", "N", "C", "C", "C", "C", "H", "H", "H", "H", "H"], "positions_angstrom": [[-1.62, 0.01, 0.39], [0.96, 0.29, 1.66], [0.07, 0.36, -1.78], [0.82, 0.37, -0.74], [-1.01, 0.44, -2.35], [-0.88, -0.96, 0.68], [0.23, -0.06, 0.53], [-1.03, -1.95, 1.11], [0.63, -0.07, 2.54], [1.38, 1.20, 1.71], [1.83, 0.77, -0.78], [-1.38, -0.40, -2.95]], "mulliken_charge": [-0.50, -0.48, -0.11, -0.44, -0.22, -0.26, 0.62, 0.35, 0.22, 0.21, 0.39, 0.22], "homo_energy_ev": [-7.48, -7.48], "de_lowest_ev": 5.586, "gap_ev": [8.2, 8.2], "e_lumo_ha": [0.0273, 0.0273], "total_energy_ha": -319.5069}

***

No. 8
{"formula": "C18H29DyN2O5P2S", "method": "ωB97M-V with the def2-TZVPD basis set", "species": ["Dy", "S", "P", "P", "O", "O", "O", "O", "O", "N", "N", "C", "C", "C", "C", "C", "C", "C", "C", "C", "C", "C", "C", "C", "C", "C", "C", "C", "C", "H", "H", "H", "H", "H", "H", "H", "H", "H", "H", "H", "H", "H", "H", "H", "H", "H", "H", "H", "H", "H", "H", "H", "H", "H", "H", "H", "H", "H"], "positions_angstrom": [[0.31, -0.61, 0.41], [1.36, -0.21, 4.20], [2.37, 1.47, 0.40], [-2.44, -0.47, -0.48], [2.64, -0.85, 4.27], [-0.44, -5.46, -0.30], [-0.66, -3.15, -4.78], [-0.82, -2.08, 1.77], [1.28, 1.22, 4.38], [0.62, -0.65, 2.72], [0.19, 0.82, -1.68], [0.96, 2.41, -3.28], [2.67, 2.68, 1.74], [-4.00, 0.50, -0.43], [-0.71, 0.83, -3.94], [-2.14, -2.30, 6.16], [0.16, 1.85, -4.29], [0.95, 1.88, -2.00], [-1.25, -1.60, 7.01], [1.81, 2.60, -0.96], [-3.12, -2.18, -0.58], [-0.38, -1.53, 2.86], [-1.92, -2.37, 4.79], [4.06, 1.09, -0.16], [-1.97, -0.21, -2.16], [-0.80, -1.70, 4.26], [-0.80, 0.46, -2.57], [-0.13, -0.97, 6.47], [0.08, -1.04, 5.10], [-4.34, 0.55, 0.62], [-4.79, 0.03, -1.05], [0.51, -5.27, -0.40], [3.73, 2.99, 1.71], [2.07, -1.55, 1.03], [4.70, 1.97, -0.12], [2.70, 3.01, -1.46], [-1.07, -4.04, -4.82], [-2.48, -0.70, -2.96], [1.27, 3.44, -0.49], [0.59, -0.43, 7.08], [4.47, 0.31, 0.49], [-0.71, -4.96, 0.50], [-0.77, 0.76, 0.98], [-4.04, -2.18, -1.19], [0.22, 2.22, -5.31], [-2.38, -2.87, -0.99], [2.44, 2.20, 2.70], [-3.80, 1.52, -0.79], [-1.45, -1.55, 8.08], [-3.37, -2.53, 0.43], [4.06, 0.69, -1.18], [2.02, 3.56, 1.61], [0.28, -3.39, -4.85], [-1.32, 0.29, -4.65], [2.24, -1.28, 0.33], [-2.57, -2.90, 4.10], [1.58, 3.28, -3.46], [-3.02, -2.78, 6.60]], "mulliken_charge": [-0.37, 0.98, 0.95, 1.01, -0.66, -0.62, -0.59, -0.58, -0.66, -0.08, 0.04, -0.71, -0.98, -1.38, -0.91, -0.51, -0.62, 0.47, -0.55, -1.06, -1.23, 1.00, -0.56, -1.49, -1.52, -0.05, 1.30, -0.51, 0.29, 0.39, 0.36, 0.30, 0.36, 0.35, 0.45, 0.43, 0.31, 0.28, 0.42, 0.43, 0.40, 0.31, -0.02, 0.45, 0.38, 0.27, 0.18, 0.34, 0.38, 0.31, 0.37, 0.34, 0.30, 0.37, -0.11, 0.51, 0.37, 0.38], "homo_energy_ev": [-5.87, -5.88], "s2": 9.348, "gap_ev": [5.3, 5.3], "e_lumo_ha": [-0.0212, -0.0206], "multiplicity": 6, "total_energy_ha": -3154.8492}